Formula: H3IO3P
Source: the Open Molecules 2025 dataset
Level of theory: ωB97M-V/def2-TZVPD

Values from the calculation:
* relative energy (zero: lowest compared OMol25 entry of this formula, charge and spin): 205.9 kJ/mol
* E_LUMO (spin up / spin down): -4.66 / -7.98 eV
* spin multiplicity: 3
* charge: +1
* HOMO (spin up / spin down): -14.749 / -15.028 eV
* max |F|: 0.01732 Eh/bohr
* gap between HOMO and LUMO (spin up / spin down): 0.371 / 0.259 Ha

Structure (XYZ):
```
8
Properties=species:S:1:pos:R:3:mulliken_charge:R:1
O 0.504 1.061 1.247 -0.362
O 0.199 0.903 -1.181 -0.395
O -2.089 -1.673 0.303 -0.328
P 0.780 0.129 0.049 0.741
I 3.254 -0.091 -0.105 0.219
H -0.224 1.698 1.296 0.385
H 0.054 0.518 -2.049 0.396
H -2.478 -2.545 0.439 0.344
```

***

Formula: C47H82GeN4P3PtSi2Te
Source: the Open Molecules 2025 dataset
Level of theory: ωB97M-V/def2-TZVPD

Values from the calculation:
* E_LUMO (spin up / spin down): -5.55 / -7.50 eV
* spin multiplicity: 2
* charge: +2
* HOMO (spin up / spin down): -11.851 / -11.832 eV
* max |F|: 0.05172 Eh/bohr
* gap between HOMO and LUMO (spin up / spin down): 0.231 / 0.159 Ha

Structure (XYZ):
```
141
Properties=species:S:1:pos:R:3:mulliken_charge:R:1
Pt -0.058 0.052 0.241 4.494
C -2.588 3.138 1.746 -1.119
C -3.216 1.856 2.280 0.688
C -3.723 2.096 3.699 -1.743
P -2.033 0.410 2.045 0.704
C -1.438 0.129 3.813 -1.773
N -0.344 -0.762 3.953 -0.081
Ge 1.109 -0.933 2.314 0.534
N 2.181 -2.440 1.402 1.004
C 1.971 -2.723 0.018 -1.123
P 0.220 -2.377 -0.485 -0.547
C -0.618 -3.910 0.219 0.548
C -0.694 -3.801 1.741 -0.962
C 0.031 -5.259 -0.092 -1.666
C 0.258 -2.443 -2.360 3.048
C 1.280 -1.400 -2.814 -1.666
C 0.471 -3.766 -3.086 -2.200
C 3.052 -3.130 2.164 0.026
C 4.039 -4.014 1.687 -0.844
C 4.915 -4.622 2.558 -0.872
C 4.851 -4.360 3.921 -1.155
C 3.885 -3.496 4.416 0.056
C 2.972 -2.908 3.561 -0.379
N 1.915 -2.043 4.017 1.424
C 0.803 -2.671 4.656 -0.083
C 0.848 -3.911 5.259 -0.210
C -0.255 -4.382 5.958 -1.031
C -1.395 -3.593 6.075 -1.045
C -1.465 -2.369 5.453 -1.087
C -0.386 -1.886 4.684 0.937
C 2.466 -0.998 4.841 0.883
C 2.631 -1.133 6.205 -0.460
C 3.245 -0.120 6.924 -1.241
C 3.697 1.022 6.275 -0.910
C 3.496 1.183 4.920 -0.848
C 2.853 0.183 4.180 0.097
N 2.514 0.268 2.865 0.564
C 2.789 1.477 2.142 -2.748
P 2.238 1.440 0.362 0.304
C 3.911 1.190 -0.449 0.163
C 4.554 -0.142 -0.076 -1.383
C 3.845 1.363 -1.961 -1.326
C 1.978 3.279 0.087 1.190
C 0.672 3.689 0.755 -1.200
C 3.111 4.184 0.560 -1.797
C -3.197 -1.015 1.707 1.263
C -4.312 -1.258 2.717 -1.677
C -3.758 -0.827 0.298 -1.470
H -3.299 3.957 1.811 0.593
H -2.303 3.024 0.700 -0.127
H -1.710 3.413 2.325 0.298
H -4.071 1.612 1.640 0.372
H -2.934 2.460 4.352 0.396
H -4.169 1.212 4.144 0.325
H -4.491 2.866 3.656 0.492
H -2.307 -0.163 4.410 0.523
H -1.103 1.120 4.142 0.226
H 2.181 -3.771 -0.217 0.999
H 2.612 -2.088 -0.599 -1.173
H -1.631 -3.887 -0.197 0.722
H 0.268 -4.062 2.176 0.189
H -1.433 -4.493 2.137 0.781
H -0.940 -2.796 2.076 -0.550
H 0.920 -5.403 0.520 0.338
H 0.296 -5.390 -1.134 0.313
H -0.678 -6.040 0.177 0.480
H -0.738 -2.075 -2.634 -1.855
H 2.294 -1.783 -2.723 0.435
H 1.182 -0.488 -2.212 -0.110
H 1.123 -1.151 -3.861 0.948
H 1.420 -4.227 -2.823 0.388
H 0.489 -3.560 -4.156 0.460
H -0.345 -4.462 -2.906 0.475
H 4.137 -4.190 0.628 0.484
H 5.663 -5.300 2.177 0.469
H 5.547 -4.831 4.598 0.465
H 3.853 -3.285 5.474 0.586
H 1.740 -4.518 5.200 0.685
H -0.211 -5.344 6.442 0.514
H -2.233 -3.937 6.664 0.489
H -2.350 -1.767 5.583 0.725
H 2.276 -2.021 6.709 0.583
H 3.391 -0.232 7.985 0.480
H 4.202 1.798 6.831 0.438
H 3.839 2.082 4.434 0.561
H 3.868 1.685 2.150 0.761
H 2.269 2.320 2.615 0.962
H 4.539 1.984 -0.034 0.609
H 4.193 -0.942 -0.715 0.234
H 4.366 -0.415 0.961 0.083
H 5.630 -0.084 -0.217 0.500
H 3.195 0.620 -2.413 0.035
H 4.838 1.246 -2.389 0.465
H 3.481 2.350 -2.234 0.299
H 1.862 3.389 -0.996 -0.324
H 0.744 3.626 1.839 0.458
H -0.141 3.042 0.429 -0.263
H 0.411 4.715 0.509 0.647
H 3.241 4.115 1.636 0.280
H 2.875 5.222 0.330 0.514
H 4.058 3.960 0.078 0.431
H -2.560 -1.904 1.682 -0.702
H -4.981 -0.405 2.785 0.333
H -3.920 -1.491 3.704 0.343
H -4.900 -2.114 2.391 0.440
H -4.469 -0.005 0.258 0.338
H -4.274 -1.729 -0.022 0.623
H -2.950 -0.626 -0.410 -0.461
C 0.087 5.048 -2.866 -0.792
Si -0.821 3.883 -4.067 0.176
C -0.262 4.091 -5.869 -1.140
C -2.690 4.213 -3.896 -1.078
C -0.312 2.107 -3.464 -0.386
Te -1.379 1.541 -1.690 -0.981
C -3.082 0.864 -2.819 -0.337
Si -3.204 -0.680 -3.982 0.107
C -3.470 -2.245 -2.925 -0.494
C -4.766 -0.287 -4.990 -1.219
C -1.728 -0.816 -5.181 -0.450
H -0.125 6.085 -3.099 0.512
H 1.164 4.921 -2.916 0.266
H -0.227 4.868 -1.841 0.042
H -0.358 5.134 -6.154 0.368
H -0.863 3.513 -6.563 0.342
H 0.775 3.812 -6.019 0.369
H -2.887 5.268 -4.069 0.458
H -3.056 3.979 -2.897 0.309
H -3.284 3.665 -4.621 0.296
H 0.754 2.081 -3.253 0.235
H -0.540 1.363 -4.217 0.144
H -3.281 1.724 -3.451 0.141
H -3.890 0.818 -2.095 0.615
H -4.487 -2.270 -2.546 0.445
H -2.801 -2.317 -2.074 -0.390
H -3.339 -3.141 -3.520 0.479
H -5.612 -0.041 -4.356 0.386
H -5.052 -1.141 -5.593 0.355
H -4.622 0.548 -5.669 0.339
H -0.757 -0.791 -4.700 -0.272
H -1.759 -0.010 -5.909 0.443
H -1.792 -1.747 -5.738 0.409
```

***

Formula: C29H53BO2P2Ru
Source: the Open Molecules 2025 dataset
Level of theory: ωB97M-V/def2-TZVPD

Values from the calculation:
* relative energy (zero: lowest compared OMol25 entry of this formula, charge and spin): 329.8 kJ/mol
* E_LUMO (spin up / spin down): -7.36 / -8.39 eV
* spin multiplicity: 5
* charge: +2
* HOMO (spin up / spin down): -12.794 / -14.234 eV
* max |F|: 0.09888 Eh/bohr
* gap between HOMO and LUMO (spin up / spin down): 0.200 / 0.215 Ha

Structure (XYZ):
```
88
Properties=species:S:1:pos:R:3:mulliken_charge:R:1
Ru 0.205 -1.310 -2.489 -0.830
C 1.468 0.826 0.173 0.224
C 2.685 0.619 -0.562 1.352
C 0.930 0.809 -2.132 1.303
C 0.424 1.029 -0.742 1.216
C 2.415 0.648 -1.927 -0.242
C 1.406 1.002 1.658 -1.732
H 1.935 0.186 2.170 0.361
H 0.366 1.014 1.994 0.452
H 1.884 1.958 1.955 0.342
C -0.861 1.665 -0.380 -1.622
H -1.487 0.976 0.207 0.305
H -1.438 1.965 -1.260 -0.146
H -0.696 2.568 0.241 0.578
C 0.479 1.665 -3.275 -1.459
H 1.186 2.491 -3.444 0.431
H -0.511 2.094 -3.089 0.344
H 0.421 1.055 -4.182 0.162
C 3.388 0.740 -3.033 -1.595
H 3.517 1.791 -3.335 0.387
H 3.040 0.191 -3.915 0.274
H 4.381 0.383 -2.734 0.436
C 4.032 0.556 0.072 -1.883
H 4.321 1.548 0.459 0.393
H 4.788 0.253 -0.661 0.406
H 4.047 -0.134 0.932 0.335
C -1.083 -3.558 4.680 -0.124
C -0.128 -4.501 4.676 -0.650
C 0.228 -5.592 3.675 -0.788
C -0.472 -5.553 2.278 -0.681
C 0.193 -4.455 1.428 0.111
C -0.003 -3.259 2.113 -0.580
C -1.320 -2.668 2.298 0.316
C -2.059 -3.144 3.592 -0.893
H 0.000 -6.570 4.148 0.485
H -1.523 -5.286 2.481 0.092
H 1.316 -5.568 3.499 0.401
H -2.726 -3.978 3.292 0.363
H -1.194 -2.942 5.581 0.351
H 0.451 -4.632 5.605 0.388
H -2.694 -2.315 3.971 0.440
H -1.139 -1.580 2.354 0.245
H 0.876 -2.651 2.427 0.419
H -1.942 -2.838 1.394 -0.125
H -0.423 -6.554 1.798 0.465
H 1.246 -4.649 1.182 0.596
P -0.271 -4.111 -0.718 1.149
C -1.695 -5.351 -0.640 -1.400
C 0.879 -5.176 -1.729 -1.380
P 0.480 -1.990 -0.532 0.453
C -0.996 -2.952 -1.901 -1.872
C 2.278 -2.483 -0.679 -1.423
C 0.608 -1.899 -4.473 -1.519
H -2.387 -5.120 -1.461 0.407
H -2.244 -5.318 0.312 0.341
H -1.310 -6.372 -0.789 0.465
H 0.340 -6.087 -2.046 0.384
H 1.769 -5.515 -1.172 0.438
H 1.208 -4.653 -2.634 0.452
H 0.020 -2.783 -4.755 0.494
H 1.677 -2.137 -4.529 0.389
H 0.376 -1.081 -5.167 0.407
H -2.024 -2.766 -1.594 0.248
H -0.882 -3.350 -2.918 0.703
H 2.723 -1.944 -1.534 0.366
H 2.430 -3.565 -0.785 0.531
H 2.685 -2.109 0.274 0.262
C -4.524 -0.278 -4.696 -1.853
C -3.615 0.225 -3.601 1.434
C -3.660 1.745 -3.538 -1.576
O -2.275 -0.187 -3.928 -0.634
B -1.648 -0.506 -2.716 1.987
O -2.542 -0.453 -1.621 -0.049
C -3.863 -0.419 -2.182 1.471
C -4.735 0.340 -1.215 -1.956
C -4.372 -1.852 -2.263 -1.953
H -5.569 -0.107 -4.414 0.358
H -4.378 -1.344 -4.892 0.325
H -4.322 0.264 -5.627 0.466
H -3.417 2.169 -4.519 0.431
H -4.666 2.081 -3.257 0.399
H -2.950 2.163 -2.812 0.182
H -5.732 0.452 -1.648 0.398
H -4.829 -0.224 -0.281 0.450
H -4.340 1.328 -0.967 0.363
H -3.835 -2.438 -3.021 0.347
H -4.251 -2.333 -1.286 0.420
H -5.440 -1.847 -2.510 0.476
```